1.
C5H12N2O in the gas phase at a distorted geometry. Source: OMol25; level of theory: ωB97M-V with the def2-TZVPD basis set.

LUMO   0.9 eV
Highest occupied orbital energy   -9.265 eV
Strongest force on any atom   2.5 eV/A
Electronic energy   -10406.763 eV
SMILES string   [H]/N=C(/CC)[C@@](C)(N)O

The geometry in XYZ format:
```
20
Properties=species:S:1:pos:R:3:nbo_charge:R:1
C 0.877 0.416 -0.331 0.328
C -1.003 -0.399 1.262 -0.469
C 1.810 0.039 -1.466 -0.637
C -2.347 -0.365 0.527 -0.598
C 0.119 -0.737 0.306 0.326
N 0.044 1.495 -0.699 -0.828
O 1.786 0.575 0.920 -0.769
N 0.216 -1.951 -0.053 -0.648
H 1.294 0.813 1.712 0.465
H -0.555 1.831 0.045 0.373
H 0.566 2.259 -1.112 0.377
H 0.944 -2.151 -0.732 0.338
H -0.831 0.557 1.756 0.181
H -1.031 -1.171 2.027 0.236
H 2.512 -0.725 -1.135 0.231
H 1.241 -0.324 -2.314 0.229
H 2.388 0.917 -1.750 0.222
H -2.564 -1.354 0.124 0.224
H -2.320 0.349 -0.300 0.210
H -3.145 -0.075 1.213 0.208
```


2.
C5H12N2O in the gas phase at a distorted geometry. Source: OMol25; level of theory: ωB97M-V with the def2-TZVPD basis set.

LUMO   0.8 eV
Highest occupied orbital energy   -8.980 eV
Strongest force on any atom   4.0 eV/A
Electronic energy   -10405.710 eV
SMILES string   C[C@@H](CN)N(C)C=O

The geometry in XYZ format:
```
20
Properties=species:S:1:pos:R:3:nbo_charge:R:1
C -1.842 -0.671 -0.438 0.537
N -0.452 -0.875 -0.444 -0.478
C 0.097 -2.169 -0.700 -0.425
C -0.134 1.578 -1.050 -0.658
C 0.376 0.370 -0.205 -0.058
C 0.290 0.589 1.315 -0.238
N 1.478 1.261 1.921 -0.826
O -2.617 -1.530 -0.767 -0.598
H -2.154 0.341 0.028 0.120
H -0.673 -2.941 -0.546 0.243
H 0.512 -2.379 -1.702 0.194
H 1.012 -2.489 -0.100 0.196
H 0.071 1.359 -2.165 0.231
H 0.078 2.705 -0.812 0.240
H -1.297 1.609 -0.913 0.219
H 1.510 -0.020 -0.303 0.216
H -0.573 1.225 1.643 0.190
H 0.293 -0.372 1.778 0.200
H 1.824 1.838 1.261 0.340
H 2.200 0.572 2.201 0.354
```


3.
A 2-piece molecular cluster, C5H12N2O overall. Source: OMol25; level of theory: ωB97M-V with the def2-TZVPD basis set.

LUMO   0.8 eV
Highest occupied orbital energy   -6.827 eV
Strongest force on any atom   1.0 eV/A
Electronic energy   -10401.997 eV

The geometry in XYZ format:
```
20
Properties=species:S:1:pos:R:3:nbo_charge:R:1
C 0.220 -1.651 1.079 -0.227
C -1.841 1.788 0.093 -0.437
C 2.082 1.354 -0.228 -0.855
C -0.137 -2.613 -0.047 -0.617
N -0.526 1.283 -0.216 -0.487
C 1.695 0.114 0.285 0.681
O -0.657 0.411 -1.398 -0.676
N 1.449 -0.929 0.778 -0.356
H -0.953 0.979 -2.127 0.438
H 0.375 -2.178 2.021 0.205
H -0.552 -0.882 1.192 0.240
H -2.262 2.427 -0.708 0.146
H -2.572 0.990 0.287 0.168
H -1.752 2.398 0.997 0.196
H 0.909 1.794 -0.400 0.381
H 2.644 1.274 -1.156 0.264
H 2.584 1.982 0.505 0.265
H -0.327 -2.048 -0.958 0.245
H -1.044 -3.156 0.223 0.218
H 0.662 -3.335 -0.221 0.208
```


4.
C5H12N2O as an isolated structure at a distorted geometry. Source: OMol25; level of theory: ωB97M-V with the def2-TZVPD basis set.

LUMO   -0.2 eV
Highest occupied orbital energy   -8.040 eV
Strongest force on any atom   6.4 eV/A
Electronic energy   -10398.540 eV

The geometry in XYZ format:
```
20
Properties=species:S:1:pos:R:3:nbo_charge:R:1
C 1.104 0.798 -0.304 -0.377
N 1.432 -0.603 -0.702 -0.458
C 1.725 -1.348 0.612 0.321
O 1.697 -0.849 1.770 -0.586
C -0.486 0.875 -0.434 0.285
C -1.074 -0.412 0.056 -0.434
C -2.548 -0.502 -0.299 -0.639
N -1.260 1.709 -1.193 -0.843
H 1.326 0.853 0.754 0.263
H 1.420 1.439 -1.142 0.239
H 2.543 -0.827 -0.201 0.358
H 1.833 -2.462 0.494 0.189
H -0.594 -0.271 -1.016 0.341
H -1.585 1.342 2.023 -0.002
H -0.752 -0.652 1.077 0.276
H -3.161 0.154 0.281 0.218
H -3.036 -1.519 -0.224 0.211
H -2.594 -0.095 -1.391 0.249
H -1.176 1.966 1.750 0.005
H -1.329 2.656 -1.094 0.383
```


5.
C5H12N2O in the gas phase at a distorted geometry. Source: OMol25; level of theory: ωB97M-V with the def2-TZVPD basis set.

LUMO (spin up / spin down)   0.5 / -0.6 eV
Highest occupied orbital energy (spin up / spin down)   -8.224 / -6.497 eV
Strongest force on any atom   2.6 eV/A
Electronic energy   -10402.354 eV

The geometry in XYZ format:
```
20
Properties=species:S:1:pos:R:3:nbo_charge:R:1
C -0.332 -1.083 -0.284 -0.175
C 1.103 -1.035 -0.240 0.232
C 0.965 1.347 -0.587 -0.642
C -0.755 0.998 1.302 -0.630
C -0.605 0.579 -0.166 0.169
N -0.980 -1.973 0.661 -0.811
O 1.814 -1.392 -1.312 -0.651
N -1.488 1.081 -1.033 -0.647
H 2.746 -1.152 -1.202 0.488
H -0.649 -1.361 -1.291 0.208
H 1.634 -0.885 0.692 0.161
H -1.988 -1.887 0.581 0.364
H -0.730 -1.738 1.616 0.355
H -1.912 0.362 -1.616 0.321
H 0.571 2.362 -0.566 0.219
H 1.221 1.107 -1.618 0.211
H 1.830 1.324 0.084 0.187
H -1.667 0.557 1.710 0.212
H 0.098 0.707 1.921 0.200
H -0.877 2.080 1.350 0.230
```


6.
A 2-piece molecular cluster, C5H12N2O overall at a distorted geometry. Source: OMol25; level of theory: ωB97M-V with the def2-TZVPD basis set.

LUMO   -2.8 eV
Highest occupied orbital energy   -6.541 eV
Strongest force on any atom   1.6 eV/A
Electronic energy   -10401.697 eV

The geometry in XYZ format:
```
20
Properties=species:S:1:pos:R:3:nbo_charge:R:1
C -2.377 -0.660 0.975 -0.479
N -2.628 0.149 -0.172 -0.321
C -3.971 0.608 -0.187 -0.473
C 0.092 0.061 -0.891 -0.683
C 1.498 0.216 -1.057 -0.139
C 2.322 0.009 0.131 0.563
N 3.672 -0.023 -0.122 -0.810
O 1.888 -0.181 1.260 -0.604
H -2.894 -0.309 1.881 0.171
H -1.305 -0.655 1.207 0.221
H -2.691 -1.697 0.805 0.212
H -4.690 -0.229 -0.187 0.202
H -4.177 1.161 -1.104 0.201
H -4.246 1.212 0.689 0.197
H -0.458 0.142 -1.827 0.239
H -0.344 0.867 -0.260 0.277
H -0.169 -0.907 -0.429 0.266
H 2.018 -0.004 -1.977 0.187
H 3.886 -0.408 -1.028 0.377
H 4.266 -0.324 0.635 0.396
```


7.
C5H12N2O in the gas phase at a distorted geometry. Source: OMol25; level of theory: ωB97M-V with the def2-TZVPD basis set.

LUMO   0.9 eV
Highest occupied orbital energy   -8.005 eV
Strongest force on any atom   5.8 eV/A
Electronic energy   -10403.106 eV
SMILES string   C/C=[N+](/[O-])CCNC

The geometry in XYZ format:
```
20
Properties=species:S:1:pos:R:3:nbo_charge:R:1
C -1.054 0.414 -1.060 -0.272
C 0.011 1.542 -0.656 -0.228
C -0.510 -1.979 -0.861 -0.048
C -0.900 -1.904 0.543 -0.700
C 1.691 0.386 0.656 -0.421
N -0.569 -0.842 -1.667 0.144
N 0.483 1.166 0.609 -0.636
O -0.177 -0.648 -2.830 -0.506
H -1.542 0.319 -0.098 0.211
H -1.811 0.814 -1.628 0.212
H 0.736 1.798 -1.406 0.185
H -0.527 2.480 -0.698 0.204
H -0.371 -2.855 -1.355 0.197
H -0.571 -0.965 0.959 0.250
H -0.356 -2.579 1.232 0.234
H -2.013 -2.151 0.452 0.233
H 2.490 0.920 0.171 0.182
H 1.806 0.194 1.737 0.203
H 1.508 -0.603 0.275 0.199
H 0.704 2.103 1.067 0.355
```


8.
A 2-piece molecular cluster, C5H12N2O overall at a distorted geometry. Source: OMol25; level of theory: ωB97M-V with the def2-TZVPD basis set.

LUMO (spin up / spin down)   -6.0 / -9.9 eV
Highest occupied orbital energy (spin up / spin down)   -12.675 / -12.647 eV
Total charge   +1
Strongest force on any atom   1.2 eV/A
Electronic energy   -10396.313 eV
Multiplicity   2

The geometry in XYZ format:
```
20
Properties=species:S:1:pos:R:3:nbo_charge:R:1
O -0.541 -3.007 1.858 -0.033
C 0.302 -2.580 1.135 0.459
C 0.799 -1.156 1.173 -0.470
C 2.316 -1.078 1.041 -0.612
H 0.753 -3.253 0.373 0.299
H 0.425 -0.683 2.081 0.271
H 0.308 -0.664 0.315 0.316
H 2.824 -1.514 1.900 0.242
H 2.622 -0.035 0.976 0.275
H 2.660 -1.584 0.137 0.234
C -0.032 2.377 -1.334 -0.467
N -2.500 1.363 -0.460 -0.887
C -1.626 0.677 -1.378 0.242
N -0.502 1.068 -1.774 -0.402
H -0.096 3.072 -2.168 0.229
H 1.023 2.292 -1.072 0.197
H -0.596 2.751 -0.480 0.211
H -3.396 1.508 -0.917 0.386
H -2.711 0.728 0.309 0.362
H -2.031 -0.282 -1.713 0.146
```


ΔE to the lowest compared entry with this formula, charge and spin, record by record: 1.661; 2.714; 6.427; 9.884; 6.070; 6.727; 5.318; 2.989 eV